## A
Below is an isolated molecule of C7H9NO2, with properties calculated with wB97M-V/def2-TZVPD.

Geometry as XYZ:
```
19
Properties=species:S:1:pos:R:3:lowdin_charge:R:1
C -1.140 -1.247 -1.631 -0.22
C -0.227 -0.300 -1.083 -0.12
C -0.107 -0.190 0.319 -0.18
C 0.551 0.472 -1.999 -0.47
C 0.912 0.512 1.168 0.01
C 0.126 0.329 -3.430 -0.03
C -1.357 -0.853 2.366 -0.07
N -1.979 -1.937 -1.988 0.18
O 1.563 1.099 -1.762 0.06
O -1.062 -0.940 0.991 -0.10
H 1.513 -0.379 1.504 0.13
H 0.281 1.017 1.962 0.09
H 1.696 1.106 0.643 0.10
H -1.067 0.351 -3.525 0.13
H 0.441 -0.640 -3.646 0.06
H 0.602 1.112 -4.145 0.12
H -1.306 0.306 2.644 0.12
H -0.604 -1.315 2.912 0.06
H -2.416 -1.257 2.624 0.13
```

Properties
**Multiplicity**: 1
**HOMO-LUMO gap**: 9.3 eV
**E_LUMO**: 0.0014 Eh
**HOMO energy**: -9.3 eV
**Structure (SMILES)**: CO/C(C)=C(\C#N)C(C)=O



## B
Below is an isolated molecule of C7H9NO2, with properties calculated with wB97M-V/def2-TZVPD.

Geometry as XYZ:
```
19
Properties=species:S:1:pos:R:3:lowdin_charge:R:1
C -0.571 1.550 -0.040 -0.04
C -1.744 1.175 0.172 0.07
C -0.163 -1.104 -0.144 -0.48
C 0.808 1.611 -0.087 0.00
C -2.601 -0.077 0.055 -0.13
C -1.641 -1.132 -0.628 -0.11
C 2.526 -0.178 0.503 -0.08
N 0.820 -0.827 -1.135 0.07
O -0.037 -1.041 1.097 -0.01
O 1.654 0.141 -0.528 -0.29
H 1.281 1.928 0.852 0.12
H 1.205 2.233 -0.924 0.14
H -2.718 -0.338 1.173 0.14
H -3.528 -0.097 -0.462 0.09
H -1.567 -0.965 -1.712 0.11
H -2.000 -2.078 -0.503 0.07
H 3.511 0.026 0.092 0.09
H 2.380 -1.324 0.847 0.16
H 2.385 0.496 1.375 0.09
```

Properties
**Multiplicity**: 1
**HOMO-LUMO gap**: 7.6 eV
**E_LUMO**: -0.0307 Eh
**HOMO energy**: -8.4 eV



Tell me which of them is the least stable. Sure, it is B.



## A
Below is a 2-piece molecular cluster, C2H10NO overall, with properties calculated with wB97M-V/def2-TZVPD.

Geometry as XYZ:
```
14
Properties=species:S:1:pos:R:3:lowdin_charge:R:1
N 0.321 -2.440 -0.902 0.30
H -0.483 -3.048 -0.706 0.16
H 0.824 -2.300 -0.018 0.15
H -0.001 -1.497 -1.157 0.13
H 0.785 -2.916 -1.676 0.16
C -0.196 0.982 1.013 -0.24
O 0.508 -0.018 0.189 -0.16
C -0.626 2.131 0.130 -0.07
H 0.576 1.250 1.736 0.12
H -0.977 0.450 1.546 0.11
H 1.469 0.155 0.116 0.11
H -1.228 1.736 -0.683 0.08
H 0.243 2.650 -0.268 0.08
H -1.216 2.864 0.680 0.09
```

Properties
**Multiplicity**: 1
**Charge**: +1
**HOMO-LUMO gap**: 10.9 eV
**E_LUMO**: -0.1460 Eh
**HOMO energy**: -14.9 eV



## B
Below is a 2-piece molecular cluster, C2H10NO overall, with properties calculated with wB97M-V/def2-TZVPD.

Geometry as XYZ:
```
14
Properties=species:S:1:pos:R:3:lowdin_charge:R:1
C 0.000 0.000 0.000 -0.07
C 1.427 -0.189 0.520 -0.21
N 2.313 -0.613 -0.614 0.17
H 0.132 0.657 -0.876 0.08
H -0.677 0.498 0.714 0.10
H -0.471 -0.940 -0.333 0.09
H 1.428 -1.012 1.260 0.13
H 1.800 0.721 1.028 0.14
H 3.291 -0.517 -0.276 0.18
H 2.168 0.062 -1.392 0.15
H 2.190 -1.575 -0.990 0.19
O 2.702 2.536 -2.533 -0.09
H 3.416 2.756 -3.172 0.06
H 1.895 2.958 -2.907 0.06
```

Properties
**Multiplicity**: 1
**Charge**: +1
**HOMO-LUMO gap**: 11.7 eV
**E_LUMO**: -0.1327 Eh
**HOMO energy**: -15.3 eV



Tell me which of them is the least stable. Sure, it is A.



## A
Below is a 2-piece molecular cluster, C2H10NO overall, with properties calculated with wB97M-V/def2-TZVPD.

Geometry as XYZ:
```
14
Properties=species:S:1:pos:R:3:lowdin_charge:R:1
C 0.285 0.124 2.203 -0.09
O 0.447 0.742 0.916 -0.15
H 1.196 1.339 0.863 0.10
H -0.437 0.691 2.796 0.09
H -0.269 -0.787 1.973 0.08
H 1.195 0.000 2.774 0.09
C -0.990 -0.012 -1.735 -0.03
N 0.183 -0.840 -1.370 0.14
H 0.041 -1.833 -1.537 0.17
H 0.968 -0.527 -1.933 0.17
H 0.405 -0.632 -0.380 0.12
H -1.227 -0.016 -2.787 0.11
H -0.780 1.005 -1.362 0.10
H -1.789 -0.013 -0.985 0.11
```

Properties
**Multiplicity**: 1
**Charge**: +1
**HOMO-LUMO gap**: 11.5 eV
**E_LUMO**: -0.1309 Eh
**HOMO energy**: -15.0 eV



## B
Below is a 2-piece molecular cluster, C2H10NO overall, with properties calculated with wB97M-V/def2-TZVPD.

Geometry as XYZ:
```
14
Properties=species:S:1:pos:R:3:lowdin_charge:R:1
C -0.467 -2.299 -0.755 -0.01
N -0.853 -0.957 -0.119 0.09
H -0.072 -0.570 0.580 0.19
H -1.042 -0.296 -0.879 0.15
H -1.711 -1.140 0.545 0.21
H -0.991 -2.309 -1.757 0.12
H -0.678 -3.076 -0.093 0.07
H 0.647 -2.090 -0.985 0.13
C 0.531 2.249 0.697 -0.18
O 1.487 1.285 0.345 -0.16
H 2.316 1.648 -0.073 0.13
H 0.051 2.798 -0.220 0.12
H -0.252 1.854 1.360 0.07
H 1.033 2.903 1.353 0.06
```

Properties
**Multiplicity**: 1
**Charge**: +1
**HOMO-LUMO gap**: 10.4 eV
**E_LUMO**: -0.1432 Eh
**HOMO energy**: -14.3 eV



## C
Below is a 2-piece molecular cluster, C2H10NO overall, with properties calculated with wB97M-V/def2-TZVPD.

Geometry as XYZ:
```
14
Properties=species:S:1:pos:R:3:lowdin_charge:R:1
O 2.286 0.906 -0.333 -0.03
H 2.949 0.346 -0.737 0.07
H 0.499 0.218 -0.609 0.11
H 2.607 1.806 -0.246 0.07
C -1.432 -0.560 -0.887 0.02
N -0.377 0.184 -0.087 -0.06
C -0.251 -0.408 1.313 0.02
H -0.873 -1.328 -1.441 0.11
H -2.224 -0.942 -0.247 0.10
H -1.759 0.164 -1.621 0.10
H -0.629 1.157 0.083 0.17
H -1.258 -0.170 1.636 0.10
H 0.510 0.106 1.889 0.10
H -0.048 -1.478 1.286 0.11
```

Properties
**Multiplicity**: 1
**Charge**: +1
**HOMO-LUMO gap**: 13.1 eV
**E_LUMO**: -0.1216 Eh
**HOMO energy**: -16.4 eV



## D
Below is a 2-piece molecular cluster, C2H10NO overall, with properties calculated with wB97M-V/def2-TZVPD.

Geometry as XYZ:
```
14
Properties=species:S:1:pos:R:3:lowdin_charge:R:1
N -2.174 -0.465 0.770 0.31
H -2.047 0.550 0.660 0.14
H -1.506 -1.006 0.215 0.12
H -3.156 -0.748 0.729 0.17
H -1.874 -0.580 1.749 0.17
C 0.522 -0.012 -0.493 -0.32
O -0.045 1.082 0.243 -0.10
C 2.018 0.081 -0.732 -0.07
H -0.014 -0.214 -1.426 0.12
H 0.473 -0.856 0.224 0.11
H 0.635 1.747 0.372 0.10
H 2.525 0.201 0.229 0.09
H 2.277 0.999 -1.254 0.09
H 2.366 -0.779 -1.286 0.09
```

Properties
**Multiplicity**: 1
**Charge**: +1
**HOMO-LUMO gap**: 11.1 eV
**E_LUMO**: -0.1433 Eh
**HOMO energy**: -15.0 eV



Tell me which of them is the least stable. Sure, it is B.



## A
Below is a 2-piece molecular cluster, C2H3Cl2NO overall, with properties calculated with wB97M-V/def2-TZVPD.

Geometry as XYZ:
```
9
Properties=species:S:1:pos:R:3:lowdin_charge:R:1
C 0.490 1.679 -1.550 -0.86
C 0.083 -1.015 -0.624 -0.62
N -0.440 -1.204 0.562 0.01
O -0.163 2.029 -0.638 -0.02
Cl 0.434 2.507 -3.045 0.66
Cl -1.060 -0.911 -1.867 0.61
H 1.286 0.896 -1.521 0.07
H -1.423 -1.317 0.786 0.11
H 0.168 -1.322 1.268 0.04
```

Properties
**Multiplicity**: 1
**HOMO-LUMO gap**: 9.9 eV
**E_LUMO**: 0.0296 Eh
**HOMO energy**: -9.1 eV



## B
Below is a 2-piece molecular cluster, C2H3Cl2NO overall, with properties calculated with wB97M-V/def2-TZVPD.

Geometry as XYZ:
```
9
Properties=species:S:1:pos:R:3:lowdin_charge:R:1
C -0.277 -1.875 1.981 -0.66
C 0.301 0.779 -0.951 -0.48
N 0.573 1.482 -2.035 -0.11
O 0.271 -2.718 1.341 0.01
Cl 0.351 -1.194 3.514 0.56
Cl -1.231 1.551 -0.393 0.44
H -1.200 -1.441 1.692 0.06
H 0.118 2.348 -2.331 0.07
H 1.094 1.068 -2.818 0.10
```

Properties
**Multiplicity**: 1
**HOMO-LUMO gap**: 10.4 eV
**E_LUMO**: 0.0215 Eh
**HOMO energy**: -9.8 eV



Tell me which of them is the least stable. Sure, it is B.



## A
Below is an isolated molecule of C10H10N2, with properties calculated with wB97M-V/def2-TZVPD.

Geometry as XYZ:
```
22
Properties=species:S:1:pos:R:3:lowdin_charge:R:1
C -2.267 1.865 0.856 -0.08
C -2.475 1.443 -0.432 -0.08
C -1.021 1.521 1.412 -0.04
C -1.641 0.452 -1.023 -0.06
C -0.252 0.497 0.952 -0.19
C -0.634 -0.052 -0.359 -0.22
C 0.796 0.020 1.620 0.01
C 1.428 -0.631 -1.524 -0.17
C 0.234 -1.166 -0.843 -0.18
C 2.161 -1.303 -2.475 0.01
N 2.111 -1.349 3.042 0.02
N 1.366 -0.445 2.547 -0.06
H -2.826 2.709 1.263 0.11
H -3.397 1.767 -1.026 0.13
H -0.832 1.865 2.415 0.11
H -1.810 0.063 -2.045 0.13
H 0.520 -1.864 -0.036 0.14
H -0.478 -1.604 -1.584 0.13
H 3.069 -0.757 -2.867 0.07
H 1.647 0.478 -1.276 0.14
H 2.042 -2.319 -2.700 0.03
H 2.261 -1.191 4.083 0.06
```

Properties
**Multiplicity**: 1
**HOMO-LUMO gap (spin up / spin down)**: 8.0 / 8.0 eV
**E_LUMO (spin up / spin down)**: 0.0132 / 0.0132 Eh
**HOMO energy (spin up / spin down)**: -7.7 / -7.7 eV



## B
Below is a 2-piece molecular cluster, C10H10N2 overall, with properties calculated with wB97M-V/def2-TZVPD.

Geometry as XYZ:
```
22
Properties=species:S:1:pos:R:3:lowdin_charge:R:1
C 0.668 -0.861 -0.858 -0.13
C 1.733 -1.693 -1.419 -0.03
C 3.030 -1.133 -1.503 -0.12
C 3.376 0.030 -0.876 -0.08
C 2.324 0.636 -0.109 -0.10
C -3.014 1.741 0.674 -0.17
C -1.661 1.676 1.112 -0.08
C -0.974 0.497 1.185 -0.15
C -1.787 -0.673 1.146 -0.07
C -3.156 -0.510 0.695 -0.15
H -0.464 -1.018 -1.095 0.14
H 1.547 -2.707 -1.707 0.08
H 3.857 -1.574 -2.063 0.11
H 4.373 0.532 -1.089 0.12
H 2.468 1.494 0.562 0.11
H -3.417 2.730 0.413 0.11
H -1.014 2.586 1.151 0.11
H 0.071 0.416 1.607 0.11
H -1.460 -1.654 1.393 0.08
H -3.797 -1.429 0.460 0.12
N 1.018 0.244 -0.220 -0.01
N -3.721 0.672 0.541 0.02
```

Properties
**Multiplicity**: 1
**HOMO-LUMO gap**: 9.5 eV
**E_LUMO**: 0.0198 Eh
**HOMO energy**: -8.9 eV
**Structure (SMILES)**: c1ccncc1.c1ccncc1



Tell me which of them is the least stable. Sure, it is A.



## A
Below is a 2-piece molecular cluster, C5H10BrP overall, with properties calculated with wB97M-V/def2-TZVPD.

Geometry as XYZ:
```
17
Properties=species:S:1:pos:R:3:lowdin_charge:R:1
C 2.816 -1.850 0.538 -0.04
C 1.865 -1.069 1.060 -0.71
C -1.753 2.012 0.210 -0.46
C -1.442 0.244 -2.012 -0.44
C 0.472 -1.070 1.109 -0.08
P -2.107 0.293 -0.301 0.78
Br 2.623 0.484 2.089 0.58
H 2.456 -2.730 0.059 0.06
H 3.866 -1.732 0.651 0.05
H -0.581 2.254 0.404 0.08
H -2.380 2.231 1.201 0.06
H -1.948 2.769 -0.557 0.01
H -2.090 0.572 -2.754 -0.02
H -1.176 -0.853 -2.256 0.04
H -0.391 0.785 -2.122 0.07
H -0.088 -1.949 1.076 0.04
H -0.141 -0.389 1.604 -0.01
```

Properties
**Multiplicity**: 1
**HOMO-LUMO gap (spin up / spin down)**: 6.9 / 8.0 eV
**E_LUMO (spin up / spin down)**: -0.0340 / -0.0191 Eh
**HOMO energy (spin up / spin down)**: -7.8 / -8.5 eV



## B
Below is a 2-piece molecular cluster, C5H10BrP overall, with properties calculated with wB97M-V/def2-TZVPD.

Geometry as XYZ:
```
17
Properties=species:S:1:pos:R:3:lowdin_charge:R:1
C 0.822 0.273 0.049 -0.28
C -0.333 0.441 0.541 0.05
C 2.027 1.011 2.210 -0.10
C -3.018 -1.715 -1.706 -0.43
C 2.097 0.749 0.690 -0.25
P -2.344 0.124 -1.950 0.36
Br -0.729 -0.176 -3.380 0.14
H 0.938 -0.412 -0.869 0.09
H -1.266 0.705 0.970 0.02
H 2.070 0.143 2.884 0.08
H 1.093 1.526 2.327 0.06
H 2.768 1.597 2.569 0.02
H -2.815 -1.990 -0.649 0.01
H -2.418 -2.373 -2.370 0.00
H -4.080 -1.886 -1.944 0.01
H 3.011 0.219 0.289 0.12
H 2.176 1.761 0.339 0.09
```

Properties
**Multiplicity**: 1
**HOMO-LUMO gap (spin up / spin down)**: 8.3 / 7.0 eV
**E_LUMO (spin up / spin down)**: 0.0125 / -0.0268 Eh
**HOMO energy (spin up / spin down)**: -7.9 / -7.8 eV



Tell me which of them is the least stable. Sure, it is A.